(1)
# C41H69N3O14

A cluster of 6 separate species, C41H69N3O14 in total at a distorted geometry (ωB97M-V/def2-TZVPD, the Open Molecules 2025 dataset).

CARTESIAN COORDINATES (ANGSTROEM)
C  -6.06  -2.09  2.23
C  -6.20  -0.67  1.79
O  -6.06  0.23  2.58
O  -6.44  -0.46  0.50
C  -7.35  0.62  0.21
C  -7.46  0.81  -1.28
C  -6.29  1.62  -1.86
C  -6.59  2.00  -3.31
C  -5.34  2.23  -4.18
C  -4.16  1.32  -3.92
C  -2.91  1.87  -3.90
C  -1.72  1.13  -3.68
C  -0.44  1.90  -3.76
N  -0.07  2.54  -2.48
C  -1.83  -0.23  -3.45
C  -0.62  -1.07  -3.16
C  -0.68  -1.64  -1.72
C  -0.20  -0.73  -0.61
O  -1.26  0.21  -0.28
C  -0.95  1.09  0.67
C  -1.69  2.38  0.65
O  -0.11  0.88  1.51
C  -3.11  -0.86  -3.50
N  -3.17  -2.21  -3.33
C  -4.37  -2.71  -3.38
C  -5.53  -1.96  -3.62
N  -5.49  -0.67  -3.81
C  -4.26  -0.08  -3.74
H  -6.21  -2.15  3.29
H  -6.74  -2.76  1.71
H  -5.03  -2.39  2.03
H  -8.32  0.34  0.61
H  -7.07  1.55  0.69
H  -8.37  1.38  -1.45
H  -7.58  -0.12  -1.82
H  -5.40  1.01  -1.75
H  -6.20  2.49  -1.22
H  -7.15  2.94  -3.29
H  -7.25  1.26  -3.75
H  -5.63  2.16  -5.23
H  -5.01  3.25  -4.00
H  -2.80  2.94  -4.05
H  -0.53  2.69  -4.49
H  0.39  1.28  -4.11
H  0.49  1.92  -1.92
H  0.44  3.39  -2.68
H  0.29  -0.48  -3.20
H  -0.53  -1.91  -3.83
H  -1.69  -1.91  -1.43
H  -0.07  -2.54  -1.66
H  -0.06  -1.36  0.26
H  0.73  -0.22  -0.84
H  -2.08  2.61  1.63
H  -0.95  3.14  0.41
H  -2.45  2.43  -0.13
H  -4.48  -3.78  -3.24
H  -6.49  -2.46  -3.65
O  -3.41  4.16  4.14
C  -3.20  2.98  4.26
O  -2.54  2.56  5.36
C  -2.38  1.18  5.68
C  -1.19  0.56  4.98
C  -3.58  1.99  3.19
H  -3.31  0.63  5.49
H  -2.22  1.15  6.76
H  -1.31  0.58  3.89
H  -1.06  -0.48  5.29
H  -0.29  1.11  5.21
H  -2.79  1.98  2.43
H  -4.51  2.30  2.74
H  -3.73  0.98  3.56
O  1.46  -0.58  -5.32
C  1.67  -0.17  -6.43
O  2.22  1.05  -6.58
C  2.66  1.56  -7.84
C  1.54  2.19  -8.62
C  1.27  -0.97  -7.65
H  3.18  0.79  -8.41
H  3.41  2.32  -7.59
H  0.76  1.47  -8.88
H  1.91  2.63  -9.55
H  1.06  2.98  -8.03
H  0.22  -0.78  -7.86
H  1.41  -2.02  -7.43
H  1.85  -0.74  -8.54
O  5.04  0.36  6.78
C  4.16  0.66  6.00
O  3.34  -0.29  5.56
C  2.17  -0.02  4.77
C  2.49  0.10  3.30
C  4.04  2.07  5.47
H  1.65  0.86  5.16
H  1.51  -0.87  4.94
H  3.16  0.94  3.10
H  1.57  0.25  2.72
H  2.98  -0.80  2.94
H  4.73  2.19  4.63
H  4.32  2.76  6.26
H  3.04  2.33  5.14
O  11.07  -2.52  8.47
C  10.00  -2.08  8.15
O  9.38  -1.22  8.98
C  8.19  -0.51  8.62
C  6.94  -1.32  8.85
C  9.31  -2.52  6.89
H  8.26  -0.15  7.59
H  8.19  0.38  9.26
H  6.92  -2.22  8.24
H  6.06  -0.73  8.62
H  6.89  -1.64  9.89
H  8.78  -3.46  7.08
H  10.06  -2.69  6.13
H  8.60  -1.80  6.49
O  3.03  -1.53  -0.44
C  3.48  -1.95  -1.46
O  2.65  -2.53  -2.35
C  3.03  -2.90  -3.67
C  3.68  -4.26  -3.72
C  4.97  -1.91  -1.75
H  3.65  -2.12  -4.12
H  2.10  -2.91  -4.24
H  4.61  -4.29  -3.14
H  3.91  -4.54  -4.75
H  3.02  -5.01  -3.29
H  5.44  -2.76  -1.27
H  5.37  -0.99  -1.32
H  5.21  -1.91  -2.81

Summary:
Structure (SMILES): CC(=O)OCCCCCc1cc(CN)c(CCCOC(C)=O)c2nccnc12.CCOC(C)=O.CCOC(C)=O.CCOC(C)=O.CCOC(C)=O.CCOC(C)=O
Molecular weight in g mol⁻¹: 828.01
Charge: 0
Total energy in hartree: -2821.322022

(2)
# C41H71CsN7O8P

A structure of composition C41H71CsN7O8P (ωB97M-V/def2-TZVPD, the Open Molecules 2025 dataset).

CARTESIAN COORDINATES (ANGSTROEM)
Cs  0.07  -0.64  0.22
C  -1.23  -5.59  -3.10
N  -0.34  -4.45  -2.97
C  1.05  -4.70  -3.30
C  -0.68  -3.27  -2.40
O  0.12  -2.36  -2.26
C  -2.13  -3.14  -1.95
O  -2.36  -1.90  -1.34
C  -3.63  -1.87  -0.74
C  -3.74  -0.70  0.24
O  -2.81  0.07  0.42
N  -4.92  -0.58  0.89
C  -5.09  0.48  1.86
C  -6.07  -1.44  0.71
H  -1.01  -6.10  -4.03
H  -2.28  -5.28  -3.13
H  -1.10  -6.30  -2.28
H  1.19  -4.72  -4.39
H  1.36  -5.66  -2.89
H  1.67  -3.91  -2.88
H  -2.34  -3.95  -1.23
H  -2.79  -3.28  -2.81
H  -3.80  -2.80  -0.18
H  -4.41  -1.78  -1.50
H  -4.21  1.13  1.84
H  -5.20  0.06  2.87
H  -5.98  1.07  1.63
H  -5.83  -2.33  0.13
H  -6.89  -0.91  0.21
H  -6.43  -1.77  1.69
C  1.83  -0.14  -3.68
O  1.56  1.25  -3.68
C  2.73  2.03  -3.54
C  3.51  1.78  -2.27
O  2.70  2.10  -1.15
C  3.39  1.90  0.07
H  2.64  -0.38  -4.38
H  0.92  -0.65  -3.99
H  2.10  -0.50  -2.69
H  2.40  3.07  -3.56
H  3.40  1.86  -4.40
H  4.40  2.42  -2.28
H  3.86  0.74  -2.20
H  4.30  2.51  0.11
H  3.66  0.85  0.21
H  2.72  2.22  0.86
N  1.41  0.72  2.85
N  1.20  0.17  4.13
C  0.33  -0.86  4.26
N  0.25  -1.44  5.47
N  -0.33  -1.22  3.18
N  -1.24  -2.20  3.20
O  -1.75  -2.63  4.24
O  -1.56  -2.62  2.09
H  2.13  0.16  2.35
H  1.66  1.69  2.97
H  2.01  0.11  4.73
H  0.68  -1.01  6.27
H  -0.51  -2.09  5.60
O  -1.62  3.28  -0.18
P  -2.27  4.02  -1.30
C  -3.98  4.42  -0.73
C  -4.84  3.18  -0.43
C  -5.79  2.78  -1.56
C  -6.64  3.97  -2.01
C  -5.77  5.14  -2.46
C  -4.81  5.56  -1.35
C  -2.12  3.02  -2.83
C  -2.36  1.53  -2.54
C  -1.89  0.70  -3.73
C  -2.60  1.11  -5.02
C  -2.41  2.61  -5.29
C  -2.88  3.43  -4.09
C  -1.50  5.68  -1.52
C  -1.51  6.35  -2.90
C  -0.42  5.83  -3.85
C  0.96  5.87  -3.20
C  0.96  5.11  -1.88
C  -0.08  5.69  -0.92
H  -3.64  4.79  0.25
H  -5.45  3.39  0.45
H  -4.18  2.34  -0.16
H  -6.42  1.96  -1.23
H  -5.22  2.41  -2.42
H  -7.28  4.29  -1.18
H  -7.31  3.67  -2.82
H  -6.39  5.99  -2.73
H  -5.21  4.86  -3.36
H  -5.41  6.00  -0.54
H  -4.16  6.37  -1.70
H  -1.05  3.10  -3.04
H  -3.43  1.35  -2.36
H  -1.85  1.24  -1.63
H  -2.04  -0.36  -3.53
H  -0.82  0.86  -3.85
H  -3.67  0.90  -4.93
H  -2.23  0.53  -5.87
H  -2.96  2.90  -6.19
H  -1.35  2.81  -5.47
H  -3.95  3.24  -3.95
H  -2.78  4.50  -4.30
H  -2.13  6.28  -0.85
H  -1.34  7.42  -2.74
H  -2.49  6.27  -3.38
H  -0.43  6.44  -4.76
H  -0.64  4.81  -4.16
H  1.25  6.91  -3.02
H  1.71  5.46  -3.89
H  1.95  5.16  -1.41
H  0.76  4.05  -2.04
H  0.17  6.73  -0.71
H  -0.08  5.15  0.02
C  5.74  -2.36  -1.63
C  4.34  -2.23  -1.76
C  3.57  -1.95  -0.65
C  4.13  -1.79  0.65
C  3.26  -1.48  1.77
C  3.95  -1.46  2.98
C  5.34  -1.67  3.13
C  6.13  -1.90  2.04
C  5.53  -1.97  0.76
C  6.31  -2.24  -0.40
H  6.35  -2.57  -2.50
H  3.87  -2.36  -2.73
H  2.50  -1.89  -0.77
H  3.41  -1.28  3.91
H  5.79  -1.64  4.12
H  7.20  -2.04  2.14
H  7.39  -2.35  -0.28

Summary:
Molecular weight in g mol⁻¹: 953.94
Charge: 0
Total energy in hartree: -2951.481948
Energy relative to the best compared isomer or geometry (same formula, charge and spin) in kJ/mol: 139.1

So what do the calculations give for orbital gap? Going down the list: 8.3 6.0 eV.
So what do the calculations give for lowest unoccupied orbital energy? Going down the list: -0.148 -0.040 eV.